# C5H12N3

A gas-phase ion, C5H12N3 (charge +1) in a non-equilibrium geometry (the ωB97M-V functional and the def2-TZVPD basis, the Open Molecules 2025 dataset).

Last columns: bonded neighbours and bond lengths (Å).
Positions of all 20 atoms, in Å:
1 C 0.72 1.53 0.57  C2 1.565, N6 1.268, N7 1.323
2 C -0.68 0.84 0.47  C1 1.565, C3 1.558, H9 1.182, H10 1.007
3 C -0.68 -0.49 -0.34  C2 1.558, C4 1.575, N8 1.471, H11 1.130
4 C -1.07 -0.17 -1.84  C3 1.575, H12 1.065, H13 1.065, H14 1.086
5 C 0.83 -2.29 0.63  N8 1.465, H15 1.180, H16 1.047, H17 1.056
6 N 1.74 0.80 0.45  C1 1.268
7 N 0.75 2.82 0.87  C1 1.323, H18 1.024, H19 1.031
8 N 0.62 -1.18 -0.30  C3 1.471, C5 1.465, H20 1.006
9 H -1.17 0.67 1.53  C2 1.182
10 H -1.39 1.43 0.07  C2 1.007
11 H -1.39 -1.14 0.24  C3 1.130
12 H -1.05 -1.16 -2.23  C4 1.065
13 H -0.32 0.55 -2.09  C4 1.065
14 H -2.08 0.20 -1.68  C4 1.086
15 H 0.30 -3.26 0.22  C5 1.180
16 H 1.87 -2.39 0.55  C5 1.047
17 H 0.51 -1.90 1.56  C5 1.056
18 H -0.05 3.45 0.90  N7 1.024
19 H 1.45 3.07 1.58  N7 1.031
20 H 1.11 -1.37 -1.16  N8 1.006

Output
Charge: +1
Highest occupied orbital energy (spin up / spin down) (eV): -14.32 / -14.01

***

# C11H84NO30

31 unconnected molecules or ions with the total composition C11H84NO30 in a non-equilibrium geometry (the ωB97M-V functional and the def2-TZVPD basis, the Open Molecules 2025 dataset).

Last columns: bonded neighbours and bond lengths (Å).
Positions of all 126 atoms, in Å:
1 C 3.87 -2.09 2.27  C2 1.560, H13 1.043, H14 1.159, H15 1.298
2 C 3.02 -2.51 1.03  C1 1.560, C3 1.592, H16 0.893, H17 1.202
3 C 1.56 -1.88 0.85  C2 1.592, C4 1.537, H18 1.045, H19 1.208
4 C 1.68 -0.66 -0.07  C3 1.537, N5 1.537, H20 1.168, H21 1.085
5 N 0.42 0.21 -0.10  C4 1.537, C6 1.500, C9 1.500, C10 1.475
6 C 0.83 1.51 -0.73  N5 1.500, C7 1.576, H22 1.145, H23 0.997
7 C 0.11 2.67 0.06  C6 1.576, C8 1.487, H24 1.078, H25 1.161
8 C -0.58 2.02 1.21  C7 1.487, C9 1.450, H26 1.217, H27 1.193
9 C -0.13 0.64 1.23  N5 1.500, C8 1.450, H28 1.229, H29 1.093
10 C -0.54 -0.50 -0.97  N5 1.475, C11 1.577, H30 1.067, H31 1.017
11 C -1.90 0.26 -1.23  C10 1.577, C12 1.480, H32 1.028, H33 1.166
12 C -2.90 -0.56 -1.95  C11 1.480, H34 1.099, H35 1.086, H36 1.132
13 H 4.11 -1.10 2.04  C1 1.043
14 H 4.78 -2.81 2.35  C1 1.159
15 H 3.25 -2.18 3.40  C1 1.298
16 H 2.85 -3.37 1.19  C2 0.893
17 H 3.42 -2.28 -0.08  C2 1.202
18 H 1.21 -1.58 1.79  C3 1.045
19 H 0.89 -2.66 0.22  C3 1.208
20 H 1.94 -0.63 -1.21  C4 1.168
21 H 2.52 -0.15 0.36  C4 1.085
22 H 0.54 1.65 -1.82  C6 1.145
23 H 1.83 1.54 -0.75  C6 0.997
24 H -0.64 3.16 -0.54  C7 1.078
25 H 0.82 3.53 0.36  C7 1.161
26 H -1.75 2.32 1.03  C8 1.217
27 H -0.18 2.35 2.28  C8 1.193
28 H -1.03 -0.12 1.60  C9 1.229
29 H 0.45 0.33 2.10  C9 1.093
30 H -0.86 -1.44 -0.57  C10 1.067
31 H -0.26 -0.88 -1.87  C10 1.017
32 H -1.76 1.18 -1.67  C11 1.028
33 H -2.55 0.40 -0.27  C11 1.166
34 H -3.15 -1.41 -1.29  C12 1.099
35 H -2.60 -1.01 -2.89  C12 1.086
36 H -3.92 -0.12 -2.19  C12 1.132
37 O -1.31 -1.19 4.61  H38 0.974, H39 0.969
38 H -1.03 -1.87 5.25  O37 0.974
39 H -0.57 -0.60 4.41  O37 0.969
40 O 0.08 6.32 1.61  H41 0.916, H42 0.981
41 H 0.48 5.73 2.19  O40 0.916
42 H 0.84 6.35 0.98  O40 0.981
43 O 5.22 -3.75 -1.71  H44 1.052, H45 0.918
44 H 5.25 -4.80 -1.56  O43 1.052
45 H 4.70 -3.51 -2.43  O43 0.918
46 O -1.69 -2.63 1.81  H47 1.031, H48 1.058
47 H -2.10 -3.26 1.11  O46 1.031
48 H -1.83 -3.26 2.64  O46 1.058
49 O -6.27 -2.63 -3.18  H50 1.015, H51 0.994
50 H -6.18 -1.64 -2.96  O49 1.015
51 H -5.33 -2.93 -3.30  O49 0.994
52 O 0.14 1.10 -4.21  H53 1.053, H54 0.905
53 H -0.36 2.01 -4.03  O52 1.053
54 H -0.49 0.45 -4.22  O52 0.905
55 O 0.78 -5.50 1.95  H56 1.009, H57 0.946
56 H 1.11 -5.04 2.78  O55 1.009
57 H 1.03 -6.41 1.89  O55 0.946
58 O 2.81 1.56 -4.89  H59 0.929, H60 0.991
59 H 2.53 2.07 -5.61  O58 0.929
60 H 2.10 1.35 -4.23  O58 0.991
61 O 4.23 1.43 -1.70  H62 0.943, H63 0.895
62 H 4.15 1.53 -0.76  O61 0.943
63 H 4.84 0.80 -1.53  O61 0.895
64 O 4.04 2.09 0.89  H65 0.941, H66 1.090
65 H 4.95 1.89 0.95  O64 0.941
66 H 3.88 2.04 1.97  O64 1.090
67 O 1.66 4.62 -2.70  H68 0.931, H69 0.883
68 H 0.83 4.26 -2.92  O67 0.931
69 H 1.52 5.49 -2.71  O67 0.883
70 O -5.26 2.45 -2.11  H71 0.980, H72 0.885
71 H -5.29 1.96 -1.26  O70 0.980
72 H -4.68 3.10 -2.26  O70 0.885
73 O -4.75 1.67 0.42  H74 0.959, H75 0.958
74 H -4.42 0.77 0.51  O73 0.959
75 H -4.19 2.13 1.04  O73 0.958
76 O 5.51 -2.19 6.07  H77 0.987, H78 0.982
77 H 5.49 -1.87 7.01  O76 0.987
78 H 4.60 -2.47 5.83  O76 0.982
79 O 2.34 5.98 0.08  H80 0.989, H81 0.849
80 H 3.22 5.60 0.31  O79 0.989
81 H 2.01 5.57 -0.58  O79 0.849
82 O -0.92 3.57 -3.37  H83 0.809, H84 1.030
83 H -0.99 3.80 -4.14  O82 0.809
84 H -1.56 4.26 -2.94  O82 1.030
85 O -2.81 2.98 4.29  H86 0.985, H87 0.980
86 H -3.01 3.22 3.36  O85 0.985
87 H -3.32 2.18 4.56  O85 0.980
88 O 0.29 -5.62 -1.05  H89 0.958, H90 0.911
89 H 0.30 -5.47 -0.10  O88 0.958
90 H 0.66 -4.79 -1.08  O88 0.911
91 O -1.80 -0.38 -5.64  H92 0.979, H93 1.074
92 H -1.76 -1.08 -6.32  O91 0.979
93 H -1.31 0.42 -6.18  O91 1.074
94 O -3.65 -3.21 -4.12  H95 1.012, H96 0.992
95 H -3.81 -4.20 -4.02  O94 1.012
96 H -3.70 -3.02 -5.09  O94 0.992
97 O 3.05 -3.30 5.45  H98 1.032, H99 0.843
98 H 2.89 -3.81 6.33  O97 1.032
99 H 2.62 -2.58 5.36  O97 0.843
100 O -3.44 3.97 1.82  H101 0.916, H102 0.917
101 H -4.30 4.24 1.99  O100 0.916
102 H -3.09 4.77 1.54  O100 0.917
103 O 1.06 -3.23 -2.44  H104 0.937, H105 0.858
104 H 1.74 -3.56 -2.99  O103 0.937
105 H 0.60 -3.74 -2.95  O103 0.858
106 O -3.50 -0.59 1.96  H107 1.002, H108 1.024
107 H -2.96 -1.43 1.84  O106 1.002
108 H -3.47 -0.29 2.93  O106 1.024
109 O 1.41 4.69 3.71  H110 0.937, H111 0.918
110 H 1.09 4.23 4.46  O109 0.937
111 H 1.94 3.95 3.59  O109 0.918
112 O -4.48 -0.16 -5.75  H113 1.042, H114 0.928
113 H -5.11 0.15 -4.98  O112 1.042
114 H -3.57 -0.18 -5.54  O112 0.928
115 O 2.19 -5.04 4.23  H116 0.925, H117 0.982
116 H 2.38 -4.33 4.79  O115 0.925
117 H 1.79 -5.83 4.67  O115 0.982
118 O 0.40 1.02 3.97  H119 0.966, H120 0.928
119 H 1.17 0.51 4.26  O118 0.966
120 H 0.06 1.38 4.75  O118 0.928
121 O -6.37 0.27 -3.39  H122 1.113, H123 1.002
122 H -7.42 0.64 -3.34  O121 1.113
123 H -5.94 0.88 -2.72  O121 1.002
124 O 5.56 -1.04 -1.02  H125 0.946, H126 0.895
125 H 5.31 -1.95 -1.12  O124 0.946
126 H 5.85 -0.80 -0.21  O124 0.895

Output
Charge: +1
Highest occupied orbital energy (eV): -11.41

***

# C5H10O2

C5H10O2 in the gas phase in a non-equilibrium geometry (the ωB97M-V functional and the def2-TZVPD basis, the Open Molecules 2025 dataset).

Last columns: bonded neighbours and bond lengths (Å).
Positions of all 17 atoms, in Å:
1 C -1.11 0.21 -1.22  O2 1.448, C3 1.527, H8 1.036, H9 1.088
2 O -2.02 1.26 -0.81  C1 1.448, H10 0.901
3 C 0.34 0.56 -0.92  C1 1.527, C4 1.638, H11 1.099, H12 1.140
4 C 0.79 0.67 0.65  C3 1.638, C5 1.544, H13 1.128, H14 1.151
5 C 0.23 -0.55 1.40  C4 1.544, C6 1.549, H15 1.167, H16 1.053
6 C 0.82 -1.80 0.70  C5 1.549, O7 1.209, H17 1.061
7 O 0.12 -2.79 0.71  C6 1.209
8 H -1.40 0.05 -2.20  C1 1.036
9 H -1.42 -0.58 -0.54  C1 1.088
10 H -1.70 2.10 -0.77  O2 0.901
11 H 0.65 1.52 -1.37  C3 1.099
12 H 1.06 -0.11 -1.50  C3 1.140
13 H 0.38 1.68 0.93  C4 1.128
14 H 1.92 0.83 0.82  C4 1.151
15 H -0.93 -0.70 1.49  C5 1.167
16 H 0.50 -0.59 2.42  C5 1.053
17 H 1.77 -1.76 0.23  C6 1.061

Output
Structure (SMILES): O=CCCCCO
Highest occupied orbital energy (eV): -9.80

***

# C24H27N3O2

C24H27N3O2 in the gas phase in a non-equilibrium geometry (the ωB97M-V functional and the def2-TZVPD basis, the Open Molecules 2025 dataset).

Last columns: bonded neighbours and bond lengths (Å).
Positions of all 56 atoms, in Å:
1 C -6.17 -2.09 -0.07  N2 1.440, H20 1.084, H21 1.087, H22 1.080
2 N -5.54 -1.51 1.09  C1 1.440, C3 1.455, C4 1.409
3 C -6.15 -1.86 2.36  N2 1.455, H23 1.094, H24 1.095, H25 1.104
4 C -4.25 -0.97 0.95  N2 1.409, C5 1.418, C19 1.441
5 C -4.01 0.39 1.25  C4 1.418, C6 1.389, H26 1.092
6 C -2.75 0.95 1.11  C5 1.389, C7 1.432, H27 1.094
7 C -1.67 0.15 0.60  C6 1.432, C8 1.491, C18 1.413
8 C -0.41 0.79 0.16  C7 1.491, C9 1.503, H28 1.149, C41 1.706
9 C 0.89 0.11 0.51  C8 1.503, C10 1.403, C17 1.432
10 C 2.04 0.87 0.24  C9 1.403, C11 1.383, H29 1.091
11 C 3.29 0.28 0.24  C10 1.383, C12 1.436, H30 1.098
12 C 3.48 -0.92 1.01  C11 1.436, N13 1.402, C16 1.455
13 N 4.77 -1.47 1.13  C12 1.402, C14 1.459, C15 1.461
14 C 5.19 -2.27 2.28  N13 1.459, H31 1.086, H32 1.096, H33 1.085
15 C 5.51 -1.66 -0.12  N13 1.461, H34 1.102, H35 1.088, H36 1.110
16 C 2.34 -1.60 1.61  C12 1.455, C17 1.410, H37 1.131
17 C 1.07 -1.10 1.24  C9 1.432, C16 1.410, H38 1.092
18 C -1.88 -1.24 0.43  C7 1.413, C19 1.396, H39 1.097
19 C -3.17 -1.78 0.42  C4 1.441, C18 1.396, H40 1.105
20 H -5.91 -1.55 -0.97  C1 1.084
21 H -5.90 -3.13 -0.22  C1 1.087
22 H -7.25 -2.05 0.04  C1 1.080
23 H -5.76 -1.20 3.14  C3 1.094
24 H -7.23 -1.73 2.26  C3 1.095
25 H -5.91 -2.91 2.62  C3 1.104
26 H -4.84 1.00 1.64  C5 1.092
27 H -2.58 1.98 1.43  C6 1.094
28 H -0.38 1.86 0.59  C8 1.149
29 H 1.92 1.93 0.02  C10 1.091
30 H 4.13 0.87 -0.14  C11 1.098
31 H 4.83 -1.77 3.18  C14 1.086
32 H 4.81 -3.29 2.26  C14 1.096
33 H 6.28 -2.25 2.29  C14 1.085
34 H 5.21 -0.92 -0.87  C15 1.102
35 H 6.57 -1.54 0.05  C15 1.088
36 H 5.37 -2.66 -0.57  C15 1.110
37 H 2.49 -2.43 2.36  C16 1.131
38 H 0.22 -1.61 1.69  C17 1.092
39 H -1.02 -1.90 0.32  C18 1.097
40 H -3.34 -2.84 0.17  C19 1.105
41 C -0.44 1.39 -1.44  C8 1.706, N42 1.567, C45 1.531, H51 1.124
42 N -1.76 2.14 -1.84  C41 1.567, O43 1.284, O44 1.266
43 O -2.66 1.44 -2.44  N42 1.284
44 O -1.97 3.34 -1.53  N42 1.266
45 C 0.76 2.13 -2.03  C41 1.531, C46 1.385, C50 1.420
46 C 0.82 3.51 -1.97  C45 1.385, C47 1.412, H52 1.096
47 C 1.98 4.21 -2.37  C46 1.412, C48 1.384, H53 1.096
48 C 3.07 3.52 -2.88  C47 1.384, C49 1.404, H54 1.089
49 C 3.01 2.12 -2.97  C48 1.404, C50 1.388, H55 1.079
50 C 1.86 1.44 -2.61  C45 1.420, C49 1.388, H56 1.084
51 H -0.41 0.37 -1.89  C41 1.124
52 H -0.09 4.10 -1.82  C46 1.096
53 H 1.99 5.31 -2.35  C47 1.096
54 H 3.94 4.07 -3.24  C48 1.089
55 H 3.84 1.61 -3.42  C49 1.079
56 H 1.74 0.40 -2.92  C50 1.084

Output
Structure (SMILES): CN(C)c1ccc(C(c2ccc(N(C)C)cc2)[C@H](c2ccccc2)[N+](=O)[O-])cc1
Highest occupied orbital energy (eV): -7.59

***

Calculated energy above the lowest of the compared OMol25 structures with the same formula, charge and spin (kJ/mol), listed in the same order as above: 459.6, 382.1, 262.6, 749.3
Calculated energy (eV), listed in the same order as above: -9839.4486, -75667.1777, -9440.3214, -33885.4351